# C7H9N

A 2-piece molecular cluster, C7H9N overall at a distorted geometry (ωB97M-V/def2-TZVPD, the Open Molecules 2025 dataset).

XYZ file:
```
17
Properties=species:S:1:pos:R:3:forces:R:3
C -0.06182 1.00342 0.80479 -1.769 -1.473 -0.747
C -1.18532 1.29148 0.00258 1.922 -0.443 1.959
C -1.92785 0.28261 -0.53145 -0.581 -1.440 -1.123
N -1.71569 -1.07526 -0.39959 0.647 1.994 1.614
C -0.66074 -1.31616 0.42554 -1.313 2.606 -1.767
C 0.23672 -0.35128 0.86511 -0.653 -0.616 2.195
H 0.53504 1.76050 1.24746 0.537 0.499 0.208
H -1.37348 2.30577 -0.18120 -0.793 1.179 -0.308
H -2.75790 0.65299 -1.13175 -0.068 -0.781 -0.174
H -0.45251 -2.25761 0.77332 0.150 -2.602 0.110
H 1.11348 -0.81389 1.32187 -0.413 0.776 0.416
C 1.68346 0.15974 -0.83344 2.029 -0.819 -1.374
C 2.87360 -0.06002 -0.25114 0.857 -1.519 -0.302
H 1.13309 1.13451 -0.91190 1.069 -1.581 -0.323
H 1.34118 -0.82084 -1.25118 -0.513 1.648 -0.408
H 3.36085 0.67570 0.40952 0.103 -0.427 -0.626
H 3.36180 -1.16904 -0.37100 -1.211 2.999 0.649
```
Forces are in eV/Å.

As for the SMILES: c1ccncc1.C=C. The highest occupied orbital energy is -8.683 eV. The calculation puts the calculated total energy at -326.762753 Eh. Its charge is 0. Its LUMO energy is 0.8 eV. Its energy above the lowest of the compared OMol25 structures with the same formula, charge and spin is 336.6 kJ/mol.

Löwdin charges in e: atom 1 (C): -0.0960, atom 2 (C): -0.0965, atom 3 (C): -0.1476, atom 4 (N): 0.0872, atom 5 (C): -0.1463, atom 6 (C): -0.1701, atom 7 (H): 0.1121, atom 8 (H): 0.0890, atom 9 (H): 0.1024, atom 10 (H): 0.0803, atom 11 (H): 0.1104, atom 12 (C): -0.1464, atom 13 (C): -0.1142, atom 14 (H): 0.0842, atom 15 (H): 0.0938, atom 16 (H): 0.0484, atom 17 (H): 0.1091